91
Properties=species:S:1:pos:R:3:lowdin_spin:R:1 method="wB97M-V/def2-TZVPD" total_energy_ha=-5960.66357 spin_multiplicity=2 de_lowest_kcal_mol=36.40 total_charge=+1 e_homo_ha="-0.2911 / -0.3829"
Ti 0.016 0.402 -0.489 0.07
C 3.194 4.884 4.226 0.00
C 2.720 3.641 3.529 0.00
C 3.561 2.629 3.160 0.00
C 3.105 1.441 2.526 0.00
C 4.090 0.429 2.508 0.00
N 3.987 -0.873 2.565 0.00
C 2.781 -1.677 2.739 0.00
C 2.055 -1.429 4.055 0.00
C 0.799 -2.291 4.109 0.02
N 0.003 -2.098 2.919 0.19
C -1.043 -2.911 2.615 0.32
C -1.972 -2.688 1.588 0.03
C -3.104 -3.531 1.464 0.14
C -4.132 -3.305 0.565 0.00
C -5.298 -4.252 0.485 -0.01
C -4.066 -2.180 -0.246 0.15
C -2.934 -1.347 -0.218 0.00
C -2.949 -0.129 -0.973 0.00
N -1.981 0.705 -1.114 -0.03
C -2.329 2.032 -1.625 0.00
C -2.600 2.979 -0.432 0.00
C -2.487 2.286 0.925 0.00
N -1.101 1.871 1.160 0.00
C -0.523 2.461 2.122 0.00
C 0.887 2.399 2.474 0.00
C 1.367 3.463 3.211 0.00
C 1.755 1.358 2.033 0.00
O 1.371 0.424 1.247 0.00
C -1.869 -1.619 0.644 0.07
O -0.768 -0.885 0.612 0.00
H 4.202 4.756 4.619 0.00
H 2.539 5.144 5.058 0.00
H 3.208 5.732 3.540 0.00
H 4.614 2.693 3.414 0.00
H 5.119 0.774 2.548 0.00
H 4.861 -1.377 2.572 0.00
H 3.085 -2.721 2.658 0.00
H 2.111 -1.436 1.923 0.00
H 1.780 -0.374 4.133 0.00
H 2.693 -1.662 4.909 0.00
H 0.236 -2.052 5.019 0.01
H 1.079 -3.348 4.174 0.00
H 0.064 -1.219 2.424 0.00
H -1.167 -3.779 3.251 0.02
H -3.177 -4.381 2.134 0.01
H -5.577 -4.624 1.470 0.00
H -5.055 -5.115 -0.137 0.00
H -6.170 -3.765 0.049 0.00
H -4.886 -1.935 -0.912 0.01
H -3.914 0.142 -1.408 0.00
H -3.212 1.939 -2.262 0.00
H -1.505 2.391 -2.236 0.00
H -3.599 3.408 -0.519 0.00
H -1.888 3.804 -0.452 0.00
H -3.133 1.410 0.985 0.00
H -2.808 2.978 1.708 0.00
H -1.095 3.166 2.734 0.00
H 0.660 4.227 3.520 0.00
O -0.774 -1.716 -2.040 0.00
S -0.384 -0.929 -3.197 0.00
O 0.490 -1.523 -4.164 0.00
N 0.241 0.458 -2.598 0.00
C 1.617 0.595 -2.925 0.00
C 2.154 1.329 -3.938 0.00
C 3.548 1.263 -4.176 0.00
C 4.367 0.439 -3.455 0.00
C 3.829 -0.347 -2.406 0.00
C 4.511 -1.344 -1.677 0.00
C 3.826 -2.098 -0.759 0.00
C 2.484 -1.791 -0.475 0.00
N 1.845 -0.822 -1.082 0.00
C 2.467 -0.189 -2.114 0.00
C -1.884 -0.437 -4.007 0.00
C -1.910 0.713 -4.780 0.00
C -3.080 1.063 -5.435 0.00
C -4.210 0.264 -5.312 0.00
C -4.171 -0.888 -4.538 0.00
C -3.004 -1.245 -3.880 0.00
H 1.520 1.934 -4.571 0.00
H 3.965 1.853 -4.981 0.00
H 5.420 0.359 -3.694 0.00
H 5.557 -1.539 -1.883 0.00
H 4.302 -2.923 -0.248 0.00
H 1.921 -2.349 0.263 0.00
H -1.026 1.333 -4.856 0.00
H -3.111 1.959 -6.040 0.00
H -5.122 0.541 -5.824 0.00
H -5.050 -1.512 -4.448 0.00
H -2.959 -2.133 -3.262 0.00
Br 1.014 2.715 -0.801 0.00